Computed, not measured: C19H15MgN6O4S3 as an isolated structure, with ωB97M-V/def2-TZVPD.

Element x y z (Å)
Mg (-0.16, 1.99, -0.52)
S (3.68, 2.17, -2.91)
C (2.30, 2.19, -1.98)
S (2.30, 1.78, -0.28)
S (0.75, 2.63, -2.66)
O (-2.23, 2.30, -1.05)
C (-3.16, 2.61, -0.33)
C (-3.11, 2.88, 1.09)
C (-4.31, 3.20, 1.72)
C (-4.33, 3.45, 3.07)
C (-3.15, 3.40, 3.83)
C (-1.97, 3.09, 3.23)
C (-1.88, 2.81, 1.83)
O (-0.77, 2.52, 1.30)
N (-5.59, 3.78, 3.72)
O (-5.57, 4.00, 4.92)
O (-6.60, 3.82, 3.04)
H (-4.17, 2.71, -0.78)
H (-5.23, 3.25, 1.16)
H (-3.20, 3.61, 4.89)
H (-1.04, 3.06, 3.80)
C (0.63, -0.67, 1.57)
C (0.03, -0.99, 0.25)
N (-0.57, -0.14, -0.54)
C (-0.95, -0.83, -1.67)
C (-0.58, -2.13, -1.55)
N (0.05, -2.23, -0.32)
C (0.76, -3.38, 0.17)
N (1.74, -3.82, -0.78)
N (1.77, -5.11, -1.19)
N (2.72, -5.27, -2.02)
C (3.36, -4.06, -2.20)
C (4.43, -3.70, -3.02)
C (4.82, -2.38, -3.00)
C (4.17, -1.42, -2.19)
C (3.11, -1.76, -1.38)
C (2.73, -3.11, -1.40)
H (0.37, 0.35, 1.84)
H (1.72, -0.73, 1.53)
H (0.26, -1.34, 2.35)
H (-1.43, -0.34, -2.49)
H (-0.66, -2.97, -2.21)
H (0.09, -4.23, 0.33)
H (1.22, -3.11, 1.12)
H (4.92, -4.43, -3.65)
H (5.64, -2.06, -3.63)
H (4.48, -0.38, -2.23)
H (2.62, -0.99, -0.79)

Properties
Energy relative to the best compared isomer or geometry (same formula, charge and spin) in kcal/mol: 0.0
Orbital gap in hartree: 0.2138
Highest occupied orbital energy in eV: -4.070
Net charge: -1



Computed, not measured: C19H15N5O2Pb as an isolated structure, with ωB97M-V/def2-TZVPD.

Element x y z (Å)
Pb (-0.37, -0.44, -2.21)
C (4.20, -2.00, -1.69)
C (3.04, -1.35, -2.13)
N (2.05, -0.97, -1.34)
C (2.14, -1.23, -0.03)
C (3.23, -1.97, 0.50)
C (4.28, -2.33, -0.37)
C (3.21, -2.36, 1.84)
C (2.13, -2.07, 2.67)
C (1.11, -1.27, 2.20)
C (1.11, -0.73, 0.88)
N (0.30, 0.19, 0.37)
C (-0.50, 1.10, 0.96)
C (-0.71, 1.30, 2.34)
C (-1.42, 2.38, 2.84)
C (-1.90, 3.34, 1.98)
C (-1.74, 3.21, 0.58)
C (-2.23, 4.19, -0.31)
C (-2.08, 4.00, -1.65)
C (-1.49, 2.80, -2.09)
N (-1.03, 1.87, -1.28)
C (-1.10, 2.06, 0.06)
H (4.97, -2.26, -2.40)
H (2.90, -1.15, -3.19)
H (5.13, -2.88, 0.02)
H (4.03, -2.95, 2.23)
H (2.09, -2.47, 3.67)
H (0.26, -1.11, 2.85)
H (-0.29, 0.63, 3.07)
H (-1.55, 2.49, 3.90)
H (-2.40, 4.22, 2.37)
H (-2.70, 5.08, 0.08)
H (-2.42, 4.73, -2.38)
H (-1.41, 2.60, -3.15)
N (-2.96, -1.06, -2.00)
N (-2.98, -2.29, -1.29)
C (-1.79, -2.83, -0.80)
O (-1.74, -3.96, -0.42)
O (-0.76, -1.98, -0.74)
H (-3.49, -0.37, -1.46)
H (-3.46, -1.17, -2.88)
H (-3.64, -2.98, -1.61)

Properties
Orbital gap (spin up / spin down) in hartree: 0.1966 / 0.1965
Highest occupied orbital energy (spin up / spin down) in eV: -14.779 / -14.779
Net charge: +2



| no. | DFT total energy (Eh) |
| --- | --- |
| 1 | -2757.3527 |
| 2 | -1349.6012 |